The following is a DFT calculation (ωB97M-V with the def2-TZVPD basis set) of 4 unconnected molecules or ions with the total composition CH11N3O3.

The geometry in XYZ format:
```
18
Properties=species:S:1:pos:R:3:lowdin_charge:R:1
C 0.27 0.98 0.29 -0.59
O -0.50 -2.18 -0.90 -0.06
H 1.58 -1.14 -3.09 0.05
N 0.69 1.23 -0.99 0.14
N -0.55 1.90 0.84 0.15
H -0.43 -1.66 -0.08 0.02
H 1.44 -0.49 0.75 0.07
H -1.39 -2.21 -1.27 0.07
H 0.35 -1.57 -2.32 0.00
N 0.53 -0.10 0.98 0.03
H 0.04 1.81 -1.49 0.10
O -1.06 -0.36 3.23 -0.12
H 0.93 0.37 -1.47 0.06
H -0.63 0.22 3.88 0.02
H -0.75 2.73 0.30 0.10
H -0.82 1.83 1.80 0.09
O 0.65 -0.91 -2.99 -0.10
H -0.37 -0.44 2.51 -0.02
```

Properties
relative energy (zero: lowest compared OMol25 entry of this formula, charge and spin) = 6.9 kcal per mole
calculated total energy = -11829.057 eV
net charge = 0